C59H46MgN5O4S3Se as an isolated structure. Source: the OMol25 dataset; level of theory: the ωB97M-V functional and the def2-TZVPD basis.

Geometry (Å):
Mg  -0.25  0.53  0.30
C  1.27  1.08  7.56
C  1.61  0.91  6.10
C  2.34  1.89  5.43
C  2.68  1.74  4.10
C  2.30  0.58  3.44
C  1.57  -0.40  4.07
C  1.23  -0.23  5.40
S  2.71  0.39  1.71
O  1.40  -0.12  1.09
C  3.70  -1.09  1.68
C  4.39  -1.39  2.88
C  4.90  -2.63  3.15
C  4.57  -3.71  2.27
C  4.82  -5.05  2.61
C  4.45  -6.08  1.77
C  3.78  -5.79  0.57
C  3.54  -4.49  0.22
C  3.96  -3.41  1.03
C  3.75  -2.02  0.58
C  3.87  -1.86  -0.88
C  5.01  -2.61  -1.43
C  6.13  -2.91  -0.61
C  7.18  -3.66  -1.07
C  7.19  -4.14  -2.40
C  6.16  -3.80  -3.24
C  5.07  -3.01  -2.78
C  4.06  -2.57  -3.67
C  3.17  -1.63  -3.23
C  3.10  -1.21  -1.88
S  1.93  0.16  -1.72
O  1.43  0.47  -3.10
C  3.10  1.52  -1.38
C  4.44  1.40  -1.06
C  5.21  2.55  -0.88
C  4.64  3.82  -1.01
C  5.50  5.05  -0.85
C  3.29  3.91  -1.31
C  2.52  2.77  -1.50
H  0.94  2.10  7.78
H  2.15  0.87  8.19
H  0.48  0.39  7.86
H  2.62  2.80  5.95
H  3.21  2.52  3.57
H  1.28  -1.30  3.53
H  0.65  -1.00  5.90
H  4.50  -0.61  3.63
H  5.45  -2.82  4.06
H  5.31  -5.26  3.55
H  4.66  -7.11  2.05
H  3.46  -6.60  -0.08
H  3.01  -4.27  -0.70
H  6.15  -2.54  0.41
H  8.02  -3.88  -0.41
H  8.01  -4.74  -2.76
H  6.17  -4.11  -4.28
H  4.04  -2.91  -4.69
H  2.47  -1.18  -3.92
H  4.91  0.42  -0.95
H  6.26  2.45  -0.64
H  6.28  5.08  -1.61
H  5.99  5.06  0.13
H  4.90  5.96  -0.94
H  2.82  4.89  -1.39
H  1.46  2.87  -1.72
C  -2.86  4.37  -7.03
C  -2.60  3.96  -5.61
C  -3.61  4.02  -4.65
C  -3.37  3.63  -3.33
C  -2.10  3.19  -2.98
C  -1.08  3.12  -3.92
C  -1.34  3.50  -5.23
S  -1.75  2.77  -1.30
O  -3.03  2.68  -0.63
O  -0.79  3.74  -0.83
N  -0.98  1.38  -1.35
C  -1.49  0.18  -1.85
C  -2.45  0.02  -2.86
C  -2.72  -1.26  -3.30
C  -2.06  -2.36  -2.74
C  -1.18  -2.12  -1.71
N  -0.91  -0.88  -1.26
H  -3.86  4.80  -7.15
H  -2.77  3.52  -7.71
H  -2.14  5.13  -7.35
H  -4.60  4.36  -4.93
H  -4.14  3.66  -2.57
H  -0.10  2.74  -3.63
H  -0.55  3.44  -5.97
H  -2.95  0.88  -3.28
H  -3.46  -1.41  -4.08
H  -2.24  -3.36  -3.09
H  -0.67  -2.93  -1.21
C  1.31  4.50  3.84
C  0.16  4.00  4.45
C  -0.61  3.04  3.83
C  -0.25  2.53  2.57
C  0.91  3.04  1.97
C  1.68  4.01  2.59
N  -0.99  1.52  1.92
N  -2.25  1.51  2.33
C  -3.08  0.53  1.84
C  -4.46  0.85  1.81
C  -5.40  0.01  1.27
C  -5.02  -1.25  0.77
C  -3.70  -1.63  0.86
C  -2.74  -0.76  1.38
H  1.91  5.27  4.33
H  -0.13  4.37  5.43
H  -1.51  2.65  4.29
H  1.18  2.72  0.97
H  2.55  4.40  2.09
H  -4.72  1.84  2.17
H  -6.43  0.33  1.21
H  -5.76  -1.91  0.35
H  -3.38  -2.60  0.52
Se  0.19  -3.65  1.79
C  -0.80  -2.25  1.66
N  -1.41  -1.24  1.53

Results
Calculated total energy, Ha: -6646.79331
Energy above the lowest of the compared OMol25 structures with the same formula, charge and spin, kcal per mole: 48.0
Total charge: -1
HOMO-LUMO gap (alpha / beta), eV: 6.007 / 4.767
LUMO level (alpha / beta), eV: 2.309 / 2.190

Mulliken population analysis, charges in e, atoms 1 to 8: number 1, Mg, carries 2.34; number 2, C, carries -1.70; number 3, C, carries 1.04; number 4, C, carries -0.73; number 5, C, carries -0.34; number 6, C, carries 0.11; number 7, C, carries -0.52; number 8, C, carries -1.03